# 1
{
  "formula": "C26H15Br2Cl2CuN7O2",
  "method": "ωB97M-V/def2-TZVPD",
  "lumo_ev": [3.87, 3.87],
  "s2": 0.758,
  "charge": -2,
  "orbital_gap_ha": [0.1850, 0.1772],
  "spin_multiplicity": 2,
  "symbols": ["Cu", "C", "C", "C", "C", "C", "C", "Br", "C", "C", "Br", "C", "O", "C", "N", "H", "H", "H", "H", "H", "H", "N", "C", "O", "C", "C", "C", "N", "C", "C", "H", "H", "H", "H", "H", "H", "N", "C", "C", "C", "N", "C", "N", "Cl", "C", "C", "C", "C", "C", "Cl", "C", "N", "H", "H", "H"],
  "coordinates": [[0.833, 0.088, -0.644], [-0.565, 1.421, 2.545], [0.828, 0.889, 2.727], [1.363, 0.685, 4.019], [2.631, 0.199, 4.148], [3.398, -0.087, 2.995], [4.731, -0.562, 3.006], [5.633, -0.895, 4.656], [5.398, -0.783, 1.832], [4.781, -0.551, 0.604], [5.773, -0.879, -0.979], [3.457, -0.097, 0.471], [2.884, 0.122, -0.628], [2.778, 0.139, 1.747], [1.519, 0.614, 1.651], [-0.767, 2.232, 3.248], [-1.305, 0.636, 2.716], [-0.685, 1.792, 1.529], [0.763, 0.922, 4.889], [3.066, 0.033, 5.126], [6.418, -1.143, 1.845], [-6.190, 1.105, -1.416], [-5.553, -0.004, -0.921], [-6.174, -0.968, -0.518], [-4.054, 0.065, -0.892], [-3.328, 0.962, -1.668], [-1.950, 0.977, -1.543], [-1.298, 0.157, -0.728], [-1.985, -0.729, -0.007], [-3.368, -0.802, -0.054], [-7.185, 1.136, -1.268], [-5.698, 1.979, -1.452], [-3.798, 1.626, -2.381], [-1.335, 1.668, -2.104], [-1.372, -1.410, 0.576], [-3.904, -1.527, 0.541], [0.726, 2.272, -1.110], [1.052, 3.382, -1.131], [1.398, 4.735, -1.186], [1.827, 5.303, -2.400], [2.168, 5.787, -3.394], [1.197, 5.555, -0.060], [1.023, 6.237, 0.858], [-0.483, -4.281, 0.882], [-0.443, -3.875, -0.833], [-0.980, -4.769, -1.721], [-1.011, -4.502, -3.090], [-0.479, -3.279, -3.506], [0.048, -2.389, -2.607], [0.725, -0.893, -3.251], [0.147, -2.591, -1.164], [0.637, -1.792, -0.275], [-1.397, -5.690, -1.330], [-1.430, -5.205, -3.795], [-0.465, -3.012, -4.556]],
  "lowdin_charge": [0.286, -0.034, -0.316, -0.028, -0.044, -0.199, -0.647, 0.671, -0.207, -0.609, 0.705, -0.426, -0.119, -0.120, 0.157, 0.073, 0.076, 0.059, 0.103, 0.066, 0.082, 0.152, -0.493, 0.055, -0.140, -0.010, -0.116, 0.035, -0.094, 0.028, 0.100, 0.086, 0.104, 0.092, 0.089, 0.120, 0.167, -0.162, -0.302, -0.279, 0.084, -0.282, 0.083, 0.567, -0.617, -0.190, -0.173, -0.187, -0.574, 0.671, -0.548, -0.021, 0.081, 0.065, 0.082]
}

# 2
{
  "formula": "C26H16Cl3CoN5O2Se",
  "method": "ωB97M-V/def2-TZVPD",
  "e_above_lowest_ev": 0.000,
  "lumo_ev": [4.38, 4.38],
  "s2": 0.758,
  "charge": -2,
  "orbital_gap_ha": [0.2083, 0.2072],
  "spin_multiplicity": 2,
  "symbols": ["Co", "Cl", "C", "C", "C", "N", "C", "O", "C", "C", "C", "C", "C", "N", "C", "C", "C", "Cl", "N", "C", "O", "C", "C", "C", "C", "C", "N", "H", "H", "H", "H", "H", "H", "H", "H", "H", "H", "Cl", "C", "C", "C", "C", "C", "C", "C", "H", "H", "H", "H", "H", "H", "Se", "C", "N"],
  "coordinates": [[-1.145, 0.285, 0.711], [-2.936, -6.236, 1.295], [-2.008, -4.778, 1.035], [-2.643, -3.551, 1.207], [-1.930, -2.378, 1.006], [-2.423, -1.081, 1.134], [-3.598, -0.738, 1.651], [-4.515, -1.440, 2.096], [-3.757, 0.769, 1.603], [-4.975, 1.363, 1.883], [-5.110, 2.729, 1.701], [-4.028, 3.451, 1.225], [-2.839, 2.785, 0.984], [-2.693, 1.480, 1.198], [-0.557, -2.427, 0.635], [0.057, -3.664, 0.473], [-0.676, -4.829, 0.672], [0.136, -6.362, 0.454], [0.029, -1.180, 0.489], [1.343, -0.948, 0.328], [2.244, -1.782, 0.216], [1.647, 0.557, 0.236], [2.916, 0.884, 0.977], [3.095, 2.137, 1.433], [2.022, 3.087, 1.390], [0.765, 2.558, 1.173], [0.510, 1.322, 0.768], [-3.679, -3.504, 1.502], [-5.785, 0.725, 2.207], [-6.056, 3.220, 1.895], [-4.099, 4.509, 1.012], [-1.981, 3.297, 0.571], [1.100, -3.707, 0.200], [3.655, 0.101, 1.083], [4.031, 2.407, 1.916], [2.131, 4.093, 1.770], [-0.107, 3.163, 1.412], [1.134, -1.676, -2.862], [2.698, -0.921, -2.753], [3.757, -1.542, -3.400], [5.024, -0.985, -3.338], [5.218, 0.193, -2.633], [4.148, 0.800, -1.995], [2.860, 0.260, -2.031], [1.750, 0.935, -1.289], [3.576, -2.462, -3.939], [5.852, -1.474, -3.838], [6.204, 0.640, -2.575], [4.293, 1.716, -1.437], [0.779, 0.739, -1.745], [1.917, 2.015, -1.302], [-3.216, 2.909, -3.012], [-2.333, 1.661, -2.030], [-1.801, 0.872, -1.365]],
  "lowdin_charge": [0.519, 0.588, -0.697, -0.045, -0.174, 0.042, -0.458, -0.001, -0.155, -0.007, -0.070, -0.061, -0.119, 0.051, -0.179, -0.044, -0.690, 0.595, 0.043, -0.464, 0.012, -0.372, -0.060, -0.159, -0.155, -0.213, -0.020, 0.092, 0.110, 0.098, 0.100, 0.101, 0.093, 0.097, 0.083, 0.054, 0.080, 0.733, -0.582, -0.126, -0.118, -0.105, -0.038, -0.224, -0.080, 0.091, 0.087, 0.089, 0.109, 0.078, 0.122, 0.264, -0.952, 0.038]
}